Molecular formula: C4H13N2
Method: DFT, ωB97M-V/def2-TZVPD

```
19
Properties=species:S:1:pos:R:3:mulliken_charge:R:1
N -0.877 0.168 0.720 -0.31
C -2.133 0.591 0.010 -0.32
C -2.971 -0.649 -0.363 -0.97
N 1.416 -0.044 -0.334 -0.10
C 2.126 1.221 -0.275 -0.74
C 2.324 -1.182 0.126 -0.78
H 0.385 -0.012 0.225 0.44
H -1.003 0.227 1.679 0.23
H -3.962 -0.514 -0.830 0.32
H -2.678 1.326 0.567 0.41
H -1.849 1.058 -0.976 0.25
H -2.232 -1.120 -1.023 0.31
H -3.100 -1.323 0.527 0.29
H 3.121 1.290 -0.849 0.33
H 1.499 1.979 -0.716 0.31
H 2.393 1.513 0.759 0.35
H 1.734 -2.195 0.102 0.28
H 3.182 -1.288 -0.516 0.34
H 2.625 -1.046 1.168 0.35
```

The value obtained for the HOMO-LUMO gap is 5.176 eV. The maximum force is 4.244 eV/A. The calculation puts the total energy at -269.2303 hartree. Its energy relative to the best compared isomer or geometry (same formula, charge and spin) is 169.6 kcal/mol. As for the charge: +1. The HOMO energy comes out at -0.5063 hartree. The value obtained for the LUMO energy is -0.3161 Eh.